No. 1
Density functional theory data (ωB97M-V with the def2-TZVPD basis set) for a 11-piece molecular cluster, C39H98N2O11 overall at a distorted geometry.

Structure (XYZ):
```
150
Properties=species:S:1:pos:R:3:forces:R:3
O 1.3110 -2.6136 -3.8954 0.9 0.3 -0.2
H 1.1503 -2.3935 -2.9778 -0.2 0.0 0.1
H 0.5856 -3.1907 -4.1343 -0.5 -0.1 0.1
O -1.2466 -3.6307 -3.6910 0.2 -0.3 -0.3
H -1.4014 -4.3955 -3.1366 -0.1 -0.2 0.2
H -1.9402 -3.0161 -3.4511 -0.2 0.2 0.2
C 4.0073 -0.5130 6.4360 -0.9 1.0 -0.9
C 3.6262 -1.9290 6.8404 2.5 -2.0 0.5
C 2.4402 -2.0832 7.7666 -1.7 0.8 0.9
C 1.0410 -1.9489 7.1409 0.2 1.2 1.6
C 0.8973 -2.8934 6.0649 0.3 -0.8 -2.3
C 2.0741 -2.8189 5.0305 0.6 -2.0 0.2
N 3.4152 -2.9143 5.7510 -1.8 0.0 -0.1
O 4.5021 -2.9869 4.8120 -0.6 0.8 0.2
C 1.9933 -4.1451 4.1607 0.0 0.2 0.3
C 1.8745 -1.5791 4.1734 -0.1 -0.5 -0.9
C 4.8421 -2.5830 7.6424 -0.1 0.3 -1.2
H 4.4418 0.1243 7.2061 0.1 -0.5 0.3
H 3.1344 0.0456 6.0982 -0.5 0.0 0.3
H 4.6237 -0.4021 5.5439 0.5 -0.7 0.1
H 2.4688 -3.0505 8.2681 0.2 -0.2 -0.3
H 2.4576 -1.3872 8.6053 0.6 0.3 -0.1
H 0.7364 -0.9539 6.8165 0.6 0.4 0.0
H 0.2364 -2.2064 7.8297 0.3 0.1 0.7
H -0.0008 -2.5922 5.5255 -0.2 -0.5 -0.4
H 0.7182 -3.8786 6.4954 0.4 -0.3 -0.4
H 0.9798 -4.4140 3.8628 -0.2 0.7 -0.4
H 2.6595 -4.1663 3.2983 -0.2 0.4 -0.2
H 2.2373 -5.0623 4.6966 0.5 0.3 0.7
H 1.5794 -0.6707 4.6987 0.1 -0.3 0.1
H 2.7122 -1.3723 3.5074 0.3 0.0 0.5
H 1.1028 -1.8585 3.4562 -0.4 0.3 0.2
H 4.6353 -3.6137 7.9305 -0.7 0.3 0.8
H 5.1838 -1.9023 8.4221 0.0 -0.4 0.2
H 5.6686 -2.8207 6.9726 0.2 0.9 -0.3
H 4.7280 -3.9198 4.8234 0.0 -0.1 0.1
C -5.4684 2.6108 -5.9083 -0.3 -0.6 -0.8
C -4.0461 2.2377 -6.3959 -1.6 -0.6 0.1
C -3.1495 3.2997 -5.7970 0.6 0.6 -1.0
C -1.7021 2.9160 -5.8641 1.2 0.8 -0.7
C -1.3910 1.5949 -5.2649 -1.1 0.7 0.7
C -2.2803 0.4945 -5.8306 1.1 -0.9 0.1
N -3.7145 0.8855 -5.8481 1.8 3.2 1.6
O -4.6437 -0.0541 -6.1622 0.1 -1.0 -0.5
C -1.6589 0.0914 -7.1995 -1.2 0.6 -0.3
C -2.1057 -0.6494 -4.8373 -0.2 -0.9 -0.8
C -4.0847 2.2262 -7.9721 0.5 -0.4 0.4
H -5.5110 2.7163 -4.8242 0.0 -0.1 -0.1
H -6.1908 1.8731 -6.2579 0.0 -0.3 0.3
H -5.8344 3.5098 -6.4042 0.4 0.4 0.2
H -3.3471 4.1652 -6.4294 0.2 0.3 -0.1
H -3.3905 3.6825 -4.8053 -0.4 -0.8 0.2
H -1.0385 3.6300 -5.3764 -0.2 0.4 0.0
H -1.3199 2.8600 -6.8834 -0.3 0.4 -0.4
H -1.6082 1.7091 -4.2029 0.2 -0.3 0.4
H -0.3246 1.4335 -5.4226 -0.1 -0.7 0.1
H -0.7356 -0.4849 -7.1401 -0.4 -0.4 0.2
H -2.4714 -0.3723 -7.7589 0.4 -0.8 -0.3
H -1.4152 0.9408 -7.8375 0.0 0.4 0.3
H -2.6685 -1.5140 -5.1892 -0.4 -0.1 0.3
H -1.0821 -1.0226 -4.8696 0.2 0.4 0.3
H -2.4023 -0.3505 -3.8320 0.0 -0.1 0.0
H -4.3524 1.2283 -8.3196 -0.4 -0.1 0.0
H -3.1226 2.3702 -8.4638 0.2 0.4 0.3
H -4.8204 2.9030 -8.4064 0.1 0.1 0.2
H -4.4532 -0.2398 -7.0846 -0.5 -0.6 -0.6
C 3.2163 3.1377 -2.2250 -1.9 1.1 -1.2
C 2.2620 2.9174 -3.4817 0.1 -1.3 1.1
C 1.9584 4.1300 -4.3991 0.7 -1.3 1.4
O 2.8390 1.8619 -4.2271 0.6 -0.3 -1.3
H 3.9256 3.9116 -2.5183 0.4 -0.2 0.4
H 3.6788 2.2351 -1.8256 0.0 0.0 -0.5
H 2.5446 3.5265 -1.4596 0.3 0.3 0.4
H 1.3386 2.4521 -3.1368 -0.5 0.7 0.5
H 1.4542 3.7770 -5.2986 0.2 0.0 0.0
H 2.9577 4.5232 -4.5860 -0.3 0.6 -0.5
H 1.2888 4.8008 -3.8608 0.3 0.3 -0.1
H 2.4207 1.0420 -3.9541 0.1 0.0 -0.1
C 2.7046 3.2363 2.1576 0.1 0.2 1.0
C 1.7755 2.0427 2.3014 1.1 -1.3 -0.2
C 1.1493 1.7974 3.6939 0.4 1.2 -0.6
O 0.7622 1.9741 1.3276 -0.5 0.9 0.3
H 2.2368 4.1622 2.4923 0.0 0.2 -0.4
H 3.2040 3.3014 1.1909 -0.7 0.1 -0.3
H 3.5600 3.0578 2.8091 0.0 0.0 0.4
H 2.4671 1.2519 2.0108 -0.1 -0.8 0.5
H 1.8063 1.3334 4.4295 0.1 0.0 -0.3
H 0.2199 1.2349 3.6043 0.4 -0.1 -0.2
H 0.9096 2.7936 4.0657 -0.3 0.0 0.3
H 1.1815 1.6498 0.5273 0.3 -0.5 -0.6
C 4.5878 -0.7043 1.6156 -1.0 -1.0 0.1
C 4.8564 -1.6773 0.4672 1.0 0.2 0.2
C 4.2962 -3.0634 0.5489 0.7 -0.8 2.6
O 4.2883 -1.2152 -0.6928 -1.4 2.5 -2.5
H 4.9716 -1.1315 2.5421 0.5 0.2 0.0
H 3.5201 -0.6619 1.8309 -0.2 0.2 -0.4
H 4.9416 0.3076 1.4180 0.2 -0.2 0.0
H 5.9273 -1.5771 0.2899 0.5 -0.9 0.4
H 4.4828 -3.3986 1.5691 -0.2 -0.4 0.3
H 4.8024 -3.8203 -0.0503 -0.2 0.3 -0.5
H 3.2151 -3.0276 0.4140 0.1 -0.1 -0.2
H 4.5790 -1.7436 -1.4396 0.0 0.0 -0.1
C 0.3302 -1.1489 0.9534 0.8 -1.0 -0.8
C 0.7774 -0.8585 -0.4666 0.4 0.9 -1.2
C -0.3351 -0.5256 -1.4604 -0.3 0.5 1.1
O 1.7168 0.2179 -0.4991 -0.2 1.4 0.2
H -0.2746 -2.0472 0.8295 -0.3 0.0 0.6
H -0.1600 -0.3629 1.5279 -0.1 0.1 -0.5
H 1.2564 -1.4340 1.4524 -0.2 -0.1 0.4
H 1.3526 -1.6733 -0.9064 -0.2 -0.7 0.5
H 0.0541 -0.0055 -2.3357 0.1 -0.6 -0.3
H -0.9983 0.2041 -0.9957 -0.2 0.1 0.1
H -0.9377 -1.4169 -1.6352 0.1 0.0 -0.5
H 2.6220 -0.0536 -0.6679 0.3 -0.6 0.0
C -2.5707 -1.3222 3.9063 -1.3 -0.5 0.8
C -3.1361 0.1026 3.8215 0.7 -1.0 -0.1
C -4.4679 0.2221 4.5187 -0.7 -0.3 0.0
O -2.2831 1.0170 4.4297 0.5 1.2 0.8
H -1.7271 -1.5340 3.2494 -0.2 0.0 0.0
H -3.4270 -1.9821 3.7672 0.0 -0.3 -1.2
H -2.3835 -1.6855 4.9168 0.8 0.8 0.4
H -3.1980 0.2843 2.7485 -0.4 0.5 -0.2
H -5.2291 -0.3446 3.9825 0.0 -0.1 -0.1
H -4.8649 1.2318 4.6240 0.4 0.1 -0.2
H -4.4220 -0.1945 5.5249 0.2 0.0 0.1
H -1.3907 0.9996 4.0762 -0.2 -0.2 -0.2
C -3.2201 -3.5788 0.5118 -0.7 0.4 -0.4
C -3.9869 -2.7070 -0.5021 1.1 0.1 0.2
C -3.8645 -1.2112 -0.2957 -0.5 0.1 1.4
O -3.4198 -2.9273 -1.7966 -0.5 -0.7 -0.3
H -3.0040 -4.5688 0.1101 -0.1 0.1 -0.2
H -3.9383 -3.7138 1.3206 0.5 0.0 0.5
H -2.2756 -3.1443 0.8392 -0.2 0.1 0.1
H -5.0233 -3.0342 -0.4191 -0.2 0.0 -0.6
H -2.8139 -0.9756 -0.1260 -0.1 0.3 -0.2
H -4.4362 -0.8984 0.5780 0.2 0.0 0.4
H -4.3266 -0.5980 -1.0694 0.3 -0.3 -0.5
H -4.0436 -2.4790 -2.3723 0.1 0.0 -0.6
C -2.5776 3.3480 -1.7614 -0.8 0.5 -0.2
C -1.2752 3.1224 -1.0769 0.4 -0.4 0.5
C -0.5653 4.4502 -0.7598 -0.4 -0.1 -0.1
O -1.5290 2.4144 0.1125 -0.9 0.1 0.5
H -3.1967 2.4563 -1.8595 0.4 -0.3 -0.4
H -2.3832 3.8471 -2.7108 -0.3 -0.2 -0.2
H -3.2278 3.9959 -1.1735 0.2 0.4 0.2
H -0.7033 2.3850 -1.6402 0.6 0.6 -0.8
H -1.2757 5.0293 -0.1697 -0.1 0.1 0.0
H -0.3389 5.0308 -1.6540 0.1 -0.1 -0.1
H 0.3222 4.3610 -0.1333 0.1 -0.3 -0.2
H -0.6722 2.3135 0.5337 0.1 -0.1 0.7
```
Positions in Å, forces in eV/Å.

Its SMILES is CC1(C)CCCC(C)(C)N1O.CC1(C)CCCC(C)(C)N1O.CC(C)O.CC(C)O.CC(C)O.CC(C)O.CC(C)O.CC(C)O.CC(C)O.O.O. As for the total energy: -2481.6878 Ha. The LUMO energy comes out at 0.4 eV. For the energy above the lowest of the compared OMol25 structures with the same formula, charge and spin, the calculation gives 73.4 kcal per mole. The orbital gap comes out at 8.78 eV. The HOMO energy is -8.35 eV.

***

No. 2
Density functional theory data (ωB97M-V with the def2-TZVPD basis set) for C3BaLi2O3 as an isolated structure at a distorted geometry.

Structure (XYZ):
```
9
Properties=species:S:1:pos:R:3:forces:R:3
O 0.9364 1.1898 -2.5076 -0.5 0.2 -0.4
C 0.3544 0.5650 -1.6155 1.5 2.3 2.5
O 0.1944 -0.6672 -1.4881 -0.7 -0.1 -0.4
Ba -0.7543 -1.8525 0.3922 0.0 0.2 0.2
Li 1.1938 2.9706 -1.7320 -0.3 -0.9 0.0
C 0.1084 1.4804 -0.2792 -0.3 -0.4 -1.2
C 0.2652 1.5127 0.9535 0.4 -2.3 -1.5
O 0.5049 1.1530 2.1119 -0.4 1.2 1.2
Li -0.2079 1.2993 3.7619 0.2 -0.1 -0.4
```
Positions in Å, forces in eV/Å.

As for the total energy: -380.3893 Ha. The expectation value of S² is 0.75. As for the charge: +1. The LUMO energy (alpha / beta) comes out at -3.6 / -3.4 eV. Its spin multiplicity is 2. For the energy above the lowest of the compared OMol25 structures with the same formula, charge and spin, the calculation gives 0.0 kcal per mole. The orbital gap (alpha / beta) comes out at 4.00 / 8.48 eV. The HOMO energy (alpha / beta) is -7.60 / -11.93 eV.

***

No. 3
Density functional theory data (ωB97M-V with the def2-TZVPD basis set) for a 2-piece molecular cluster, C3Br2N2 overall at a distorted geometry.

Structure (XYZ):
```
7
Properties=species:S:1:pos:R:3:forces:R:3
C 0.4841 -0.2943 -1.2095 0.0 0.1 0.2
C 0.5603 -0.1590 1.2279 0.0 0.0 -0.2
C 0.1965 0.3637 -0.0132 -0.8 0.6 0.0
N 0.7444 -0.8027 -2.2059 0.1 -0.3 -0.5
N 0.8953 -0.5505 2.2544 0.1 -0.2 0.6
Br -0.2942 2.1688 -0.0921 0.2 -0.3 0.0
Br -2.5864 -0.7260 0.0385 0.4 0.1 0.0
```
Positions in Å, forces in eV/Å.

As for the total energy: -5371.7410 Ha. The LUMO energy (alpha / beta) comes out at -3.8 / -3.3 eV. For the energy above the lowest of the compared OMol25 structures with the same formula, charge and spin, the calculation gives 31.3 kcal per mole. The orbital gap (alpha / beta) comes out at 6.49 / 8.04 eV. The HOMO energy (alpha / beta) is -10.30 / -11.38 eV.

***

No. 4
Density functional theory data (ωB97M-V with the def2-TZVPD basis set) for one molecule with the formula C3BrF3 at a distorted geometry.

Structure (XYZ):
```
7
Properties=species:S:1:pos:R:3:forces:R:3
C -0.9112 1.0553 -0.1001 -0.2 1.1 0.4
C 0.4623 -0.8168 0.8944 0.1 1.7 -0.1
C 0.0652 -0.0671 -0.3609 0.2 -3.0 -0.7
F -2.1326 0.6003 -0.1084 0.7 -0.4 -0.1
F 1.1658 0.3039 -1.0300 0.8 1.7 0.4
F -0.3991 -1.0048 -1.2220 -1.7 -0.8 -0.3
Br 1.7496 -0.0708 1.9271 -0.1 -0.4 0.4
```
Positions in Å, forces in eV/Å.

As for the total energy: -2987.6580 Ha. The expectation value of S² is 2.07. The LUMO energy (alpha / beta) comes out at -1.0 / -2.5 eV. Its spin multiplicity is 3. For the energy above the lowest of the compared OMol25 structures with the same formula, charge and spin, the calculation gives 0.0 kcal per mole. The orbital gap (alpha / beta) comes out at 8.43 / 7.75 eV. The HOMO energy (alpha / beta) is -9.42 / -10.21 eV.

***

No. 5
Density functional theory data (ωB97M-V with the def2-TZVPD basis set) for a 3-piece molecular cluster, C3Cl3O3 overall at a distorted geometry.

Structure (XYZ):
```
9
Properties=species:S:1:pos:R:3:forces:R:3
C 1.7520 -2.5305 -0.5055 -0.1 -0.1 0.7
C -2.8989 0.6549 -0.1187 -0.3 0.0 0.2
C 1.4963 0.3431 0.0074 0.2 -0.9 -0.1
O -2.9776 -0.4485 -0.4182 0.0 -1.6 -0.5
O 1.6216 -2.8552 0.5743 0.1 0.1 -0.6
O -2.9443 1.7545 0.2005 0.0 1.5 0.4
Cl 1.3421 0.8272 1.7402 -0.1 0.2 0.5
Cl 2.7054 1.4719 -0.7137 0.3 0.5 -0.2
Cl -0.0965 0.7825 -0.7663 -0.2 0.3 -0.3
```
Positions in Å, forces in eV/Å.

As for the total energy: -1720.6604 Ha. As for the charge: -1. The LUMO energy comes out at 3.2 eV. The orbital gap comes out at 6.39 eV. The HOMO energy is -3.19 eV.

***

No. 6
Density functional theory data (ωB97M-V with the def2-TZVPD basis set) for an isolated ion of composition C3ClF6O2S and charge -1 at a distorted geometry.

Structure (XYZ):
```
13
Properties=species:S:1:pos:R:3:forces:R:3
C 0.0972 -0.3453 -0.1358 1.0 0.6 -0.4
C 1.4154 0.1687 0.4938 -0.2 0.3 0.0
C -0.4322 0.6764 -1.0749 -1.0 0.2 -1.0
O -1.9138 0.2348 1.8394 0.2 -0.7 -0.6
O -2.1332 -1.9050 0.5989 -1.0 -0.5 -0.9
F 1.3815 1.3748 1.1668 -0.1 -1.3 -0.8
F 2.4338 0.2720 -0.4186 -0.4 0.3 0.5
F 1.7998 -0.7359 1.3843 0.5 -0.3 0.6
F 0.2835 0.9287 -2.2416 -0.1 0.1 1.2
F -0.4799 1.8257 -0.3543 -0.8 -0.2 -1.3
F -1.6709 0.3385 -1.6021 1.1 0.6 1.2
S -1.3075 -1.0343 1.3859 0.9 1.4 1.6
Cl 0.5263 -1.7991 -1.0418 -0.1 -0.3 -0.1
```
Positions in Å, forces in eV/Å.

As for the total energy: -1722.4645 Ha. As for the charge: -1. The LUMO energy comes out at 3.5 eV. For the energy above the lowest of the compared OMol25 structures with the same formula, charge and spin, the calculation gives 0.0 kcal per mole. The orbital gap comes out at 8.14 eV. The HOMO energy is -4.61 eV.